1.
# C4H4Cl3O3

An isolated ion of composition C4H4Cl3O3 and charge +1 (ωB97M-V with the def2-TZVPD basis set, the OMol25 dataset).

The value obtained for the gap between HOMO and LUMO is 8.342 eV. The energy above the lowest of the compared OMol25 structures with the same formula, charge and spin comes out at 123.11 kJ/mol. The HOMO energy comes out at -14.6672 eV.

```
! wB97M-V def2-TZVPD RIJCOSX def2/J DEFGRID3
* xyz 1 1
H 2.940 0.493 -1.258
H -3.286 -0.563 1.259
C 3.008 0.020 -0.275
Cl 3.673 -1.659 -0.475
O -1.146 1.007 0.678
C -2.777 -0.733 0.308
C -1.427 -0.083 0.318
H -3.354 -0.255 -0.494
H 3.646 0.584 0.405
C 1.690 -0.340 0.295
Cl -2.721 -2.486 -0.032
O 0.749 -0.450 -0.570
O -0.508 -0.980 -0.210
Cl 1.483 -0.644 1.917
*
```



2.
# C19H40NOP3Sn

C19H40NOP3Sn as an isolated structure (ωB97M-V with the def2-TZVPD basis set, the OMol25 dataset).

The value obtained for the gap between HOMO and LUMO (spin up / spin down) is 3.838 / 3.840 eV. The HOMO energy (spin up / spin down) comes out at -20.1334 / -20.1348 eV.

```
! wB97M-V def2-TZVPD RIJCOSX def2/J DEFGRID3
* xyz 4 1
H 3.361 0.707 3.230
H -3.151 -3.238 -0.689
O -1.428 0.883 -0.760
C -0.135 0.140 -4.095
H 3.695 -1.276 1.265
P 1.320 2.362 0.699
C -1.342 0.779 -2.079
H 0.749 0.158 -2.148
C 0.594 3.476 -0.542
H -1.260 0.256 -5.924
C -0.011 -3.514 -0.146
H 0.328 0.163 6.159
H 0.932 -0.506 -0.434
C 2.685 0.086 3.833
C -0.775 0.416 4.391
H -3.223 -1.448 -0.554
C -2.480 1.081 -2.856
H -1.022 1.325 6.261
H -2.385 -2.552 2.661
Sn -0.159 0.103 0.861
H -3.930 1.544 -7.240
H 1.515 2.778 3.083
H 2.778 -2.817 1.359
H -2.806 -3.901 1.555
H 0.126 -2.545 3.766
N -0.872 0.484 3.227
P -1.264 -2.367 0.529
H 1.978 0.741 4.360
C 2.985 1.960 0.064
H -3.006 3.160 -7.146
C -0.153 0.354 -2.725
H 0.771 -0.229 -4.579
H 0.718 3.062 -1.551
H 1.741 -3.292 3.791
H 3.488 2.894 -0.226
H 2.898 1.304 -0.813
H 1.090 4.455 -0.483
H -1.227 -3.904 2.412
C -1.986 -3.271 1.931
H -1.849 0.382 -7.919
C -2.977 2.079 -7.317
H -0.480 3.596 -0.345
H -3.299 1.136 -4.837
C -0.701 0.368 5.824
H 3.283 -0.464 4.574
H 1.334 -2.015 4.972
H 0.874 4.199 2.197
C -1.275 0.403 -4.841
P 1.795 -1.093 2.746
H 2.627 3.818 2.126
H 0.631 -2.981 -0.860
H -0.906 1.989 -7.816
H 3.580 1.452 0.838
H -3.373 1.438 -2.355
H 3.876 -2.341 2.704
H -1.363 -0.420 6.208
C -2.431 0.891 -4.233
C 1.615 3.387 2.173
H -2.123 -2.200 -1.738
C -1.856 1.457 -7.692
C 1.193 -2.353 3.936
H -0.527 -4.339 -0.661
H 0.606 -3.921 0.670
C -2.567 -2.309 -0.739
C 3.176 -1.972 1.939
*
```



3.
# C4H7Br2N3

An isolated molecule of C4H7Br2N3 (ωB97M-V with the def2-TZVPD basis set, the OMol25 dataset).

The value obtained for the gap between HOMO and LUMO (spin up / spin down) is 5.710 / 6.800 eV. The HOMO energy (spin up / spin down) comes out at -5.1595 / -9.2303 eV.

```
! wB97M-V def2-TZVPD RIJCOSX def2/J DEFGRID3
* xyz 0 3
C -0.771 -1.390 -0.833
H -2.250 1.071 -0.432
H -0.858 -1.887 0.131
Br -0.605 3.618 1.342
H 1.868 -0.862 1.034
H -1.797 -1.629 -1.297
N 0.922 0.380 -0.283
C -1.381 0.847 0.136
H 2.850 -0.073 -0.348
H 0.056 -1.726 -1.467
N 0.903 1.571 0.300
Br -2.024 0.248 2.241
C 1.969 -0.614 -0.036
N -0.532 -0.017 -0.487
C -0.255 2.036 0.448
H 1.904 -1.572 -0.448
*
```



4.
# C45H32Cl2NO2P2STa

C45H32Cl2NO2P2STa as an isolated structure (ωB97M-V with the def2-TZVPD basis set, the OMol25 dataset).

The value obtained for the gap between HOMO and LUMO is 6.163 eV. The energy above the lowest of the compared OMol25 structures with the same formula, charge and spin comes out at 224.27 kJ/mol. The HOMO energy comes out at -18.6759 eV.

```
! wB97M-V def2-TZVPD RIJCOSX def2/J DEFGRID3
* xyz 4 1
C -0.190 2.786 4.276
C -1.076 3.508 0.367
C -0.216 -2.010 -3.082
H 1.052 -2.656 -1.368
C 1.864 -2.879 1.768
C 2.831 -3.856 1.934
C -0.309 3.234 -3.956
H -6.301 -0.234 -1.601
H -0.485 -1.914 4.865
O -0.938 -1.950 -0.009
H -0.588 -3.871 -5.883
C -0.991 2.115 0.288
Cl 5.020 1.251 -1.022
C 0.638 0.861 3.099
H -5.243 0.304 -3.766
C 3.591 -3.848 3.099
C 2.421 1.552 -0.468
C 1.245 2.237 -0.198
N 0.129 1.462 0.009
H -0.797 4.196 -3.880
C 0.751 3.059 -4.841
C 1.081 3.343 4.239
C 1.258 3.636 -0.141
P 0.397 -0.736 2.370
C 0.042 4.275 0.152
C -2.531 -2.516 4.605
H -1.405 1.096 3.767
C -5.224 -0.259 -1.702
H -2.028 3.965 0.598
H -4.908 -0.762 0.360
C -3.239 0.023 -3.048
Ta 0.792 -0.943 -0.231
H 0.963 -5.340 -4.654
C -0.137 0.920 -3.322
C 1.373 1.823 -4.965
C 2.511 4.285 -0.383
C -0.663 -2.378 -4.346
C -2.424 -0.313 -1.975
H 2.746 0.898 2.589
C -1.331 -1.937 4.186
C -2.354 -1.502 2.069
H -1.595 2.307 -2.520
H 2.322 -1.101 4.649
C 2.134 2.669 3.624
H 4.007 -2.884 4.972
C 3.619 2.154 -0.697
C -3.609 -2.630 3.740
H 4.341 -4.614 3.249
H -1.882 1.531 0.456
H -1.327 -1.732 -4.908
H -0.004 5.355 0.211
C -0.240 -3.582 -4.901
H 1.203 -2.934 0.878
S -1.929 -0.804 0.548
C 3.401 -2.871 4.075
H -2.798 0.301 -3.998
H 1.086 3.890 -5.448
C 2.446 -1.876 3.903
H 1.417 -0.216 -4.318
H 2.981 -4.625 1.188
H 1.259 4.303 4.708
H 2.185 1.692 -5.667
C -4.438 -0.582 -0.595
Cl 2.582 5.989 -0.331
C 0.635 -4.410 -4.209
H -4.515 -3.124 4.064
C -3.067 -0.642 -0.756
H -0.997 3.309 4.773
C 1.105 -4.061 -2.947
P -0.630 -0.452 -2.318
H 4.585 4.082 -0.832
H -2.611 -2.900 5.614
C 0.937 0.748 -4.205
C 3.649 3.570 -0.652
C 1.673 -1.887 2.746
C 1.918 1.429 3.048
C -3.529 -2.129 2.442
H -4.352 -2.269 1.758
C -0.755 2.170 -3.191
C 0.664 -2.871 -2.405
C -0.419 1.542 3.705
H 3.125 3.102 3.620
C -4.630 0.040 -2.913
O 2.174 0.196 -0.457
H 1.783 -4.711 -2.412
C -1.228 -1.396 2.915
*
```



5.
# C7H24N8O5

A 5-piece molecular cluster, C7H24N8O5 overall (ωB97M-V with the def2-TZVPD basis set, the OMol25 dataset).

The value obtained for the gap between HOMO and LUMO is 9.534 eV. The structure (SMILES) is NC(N)=O.NC(N)=O.NC(N)=O.NC(N)=O.CC(C)O. The energy above the lowest of the compared OMol25 structures with the same formula, charge and spin comes out at 295.63 kJ/mol. The HOMO energy comes out at -9.3404 eV.

```
! wB97M-V def2-TZVPD RIJCOSX def2/J DEFGRID3
* xyz 0 1
C -3.449 2.486 -1.981
H -1.671 3.246 -2.053
C 2.594 4.374 -0.064
H -2.762 -0.489 -1.469
H 1.217 3.147 -1.003
O 2.640 5.309 0.714
N -3.110 -5.107 2.540
H 2.184 -3.073 0.143
N 3.614 3.931 -0.695
H -3.961 -5.453 2.122
O -3.698 2.875 -0.879
N -2.369 2.780 -2.616
H 2.230 -1.521 -0.682
N -2.377 -0.832 -0.601
H -1.093 -2.853 1.719
H -2.746 -1.606 -0.066
H 0.144 0.936 -0.240
H -2.223 2.726 -3.614
C -1.156 -0.501 -0.105
H 3.590 0.554 0.160
C 3.094 -1.345 1.147
H 3.751 3.038 -1.147
O 1.833 -0.928 1.661
H -5.164 1.499 -2.508
H 4.255 0.359 1.781
O -0.527 -1.286 0.526
N -1.524 -3.624 2.208
H -1.024 -4.131 2.924
N -4.249 1.843 -2.764
C 2.785 -2.177 -0.012
H 0.883 4.080 0.530
C 3.979 -0.174 0.871
H 3.374 -1.935 2.020
H 4.437 4.505 -0.578
N -0.735 0.596 -0.602
H -2.801 -5.340 3.473
H 4.972 -0.492 0.553
H -1.486 1.177 -0.945
N 1.446 3.787 -0.256
H -3.844 1.606 -3.658
C -2.672 -4.118 1.774
O -3.133 -3.743 0.724
H 1.083 -1.439 1.350
H 3.666 -2.689 -0.399
*
```



6.
# C4H9NOS

A 2-piece molecular cluster, C4H9NOS overall (ωB97M-V with the def2-TZVPD basis set, the OMol25 dataset).

The value obtained for the gap between HOMO and LUMO is 9.560 eV. The energy above the lowest of the compared OMol25 structures with the same formula, charge and spin comes out at 453.58 kJ/mol. The HOMO energy comes out at -8.6411 eV.

```
! wB97M-V def2-TZVPD RIJCOSX def2/J DEFGRID3
* xyz 0 1
H -0.603 0.823 3.369
C 2.112 -1.048 -1.248
H 2.274 -1.374 -2.238
H -2.899 0.185 -0.560
C -0.347 0.970 2.351
S -0.559 0.192 -0.168
N -0.693 0.023 1.636
H 0.110 1.875 1.948
H -2.479 -1.306 0.379
C -2.228 -0.613 -0.514
O -0.740 1.558 -0.502
H 1.952 0.477 0.105
H -2.350 -1.163 -1.436
H 2.071 0.855 -1.804
C 2.142 0.201 -0.990
H 2.238 -1.655 -0.328
*
```



7.
# C14H25AuF2N2O2Si

C14H25AuF2N2O2Si as an isolated structure (ωB97M-V with the def2-TZVPD basis set, the OMol25 dataset).

The value obtained for the gap between HOMO and LUMO (spin up / spin down) is 6.962 / 6.958 eV. The HOMO energy (spin up / spin down) comes out at -7.6721 / -7.6707 eV.

```
! wB97M-V def2-TZVPD RIJCOSX def2/J DEFGRID3
* xyz 0 1
H -2.900 1.779 2.740
H 3.724 -2.396 -0.582
C -0.410 -1.580 3.712
F -2.479 1.109 0.683
H 5.163 -0.146 1.758
H -0.359 1.984 2.357
H -1.999 5.687 6.298
H -3.248 3.766 1.368
H -0.365 -2.604 4.068
C -1.359 1.841 4.936
H 0.372 -2.022 1.751
C 4.069 -0.145 1.755
C 4.069 1.592 -0.752
H -3.032 4.841 2.754
H 3.724 -1.074 2.220
C -3.062 2.728 3.255
H -4.129 2.752 3.508
C -0.874 -0.555 4.533
C -0.911 0.753 4.046
O -0.880 1.850 6.072
H 5.163 -1.450 -1.005
H -0.692 4.556 5.913
N 0.000 0.000 1.933
C 4.069 -1.447 -1.003
H -1.652 3.938 2.124
O 1.756 0.000 0.000
N -2.302 2.782 4.510
H 5.163 1.595 -0.753
H -3.663 4.234 5.188
C -2.690 3.817 5.473
H 3.724 -1.385 -2.040
Si 3.412 0.000 0.000
H -1.512 5.428 4.614
H -2.822 3.351 6.456
H 3.724 1.702 -1.784
C -2.726 3.883 2.323
H -1.192 -0.769 5.551
C 0.004 -1.257 2.429
F -2.479 -1.146 0.619
H 0.000 1.616 0.000
H -2.388 0.030 -1.046
Au 0.000 0.000 0.000
C -2.018 0.000 0.000
C -1.663 4.934 5.578
H 3.724 0.694 2.366
H 3.724 2.459 -0.180
C -0.429 0.982 2.766
*
```



8.
# C50H41N8O16

A 8-piece molecular cluster, C50H41N8O16 overall (ωB97M-V with the def2-TZVPD basis set, the OMol25 dataset).

The value obtained for the gap between HOMO and LUMO is 5.257 eV. The HOMO energy comes out at -11.0176 eV.

```
! wB97M-V def2-TZVPD RIJCOSX def2/J DEFGRID3
* xyz 1 1
H 3.729 -4.341 7.613
C 3.176 -0.540 3.970
C -0.038 3.255 3.207
O 1.164 -5.091 -3.088
H -0.982 -1.084 -7.995
H -5.095 4.873 -1.603
C 6.549 3.230 -7.740
N -3.455 -2.980 -2.004
H 0.750 0.505 -7.234
C -6.708 1.290 8.149
H -1.926 -2.753 -6.422
N 5.742 1.299 4.888
C 0.272 -1.229 -4.316
O 2.271 4.774 5.492
H 6.614 0.175 -6.240
C -2.323 -2.880 -1.074
C -0.449 4.604 5.192
O -4.424 -2.230 -1.815
N 1.806 0.675 -4.736
H -4.318 4.677 -3.940
N 1.416 -5.810 -2.110
C 6.332 1.207 -6.437
H -2.998 2.705 -4.658
O 6.807 5.138 -9.036
H -7.124 0.553 8.833
O 2.187 0.582 -3.560
H -1.797 2.577 2.159
H -2.523 4.965 5.663
C -2.304 3.761 3.888
H 5.431 2.452 2.879
H -0.232 -9.497 -4.386
C 5.009 3.157 -5.880
H -5.250 3.913 5.676
C 5.596 3.864 -6.932
C 0.794 -0.279 -5.205
O -5.366 4.066 0.705
H 5.835 0.015 6.895
H -3.255 -1.351 0.162
N -4.194 4.084 8.174
C -1.190 -3.681 -1.272
H -2.427 0.922 -3.031
C 5.375 1.833 -5.637
C -5.650 3.184 6.378
C -4.075 3.897 -3.222
C -2.380 -1.976 -0.005
H 4.910 1.284 -4.820
H 3.197 0.989 2.021
C -7.158 1.347 6.829
C -0.708 -2.119 -4.761
C -1.824 4.487 4.979
O -4.354 2.178 1.183
C -0.158 -2.660 0.663
C -5.206 3.129 7.706
H -3.180 1.089 -0.684
N -4.671 3.086 0.399
C 0.440 3.991 4.299
C 0.350 -0.224 -6.532
O 1.948 -2.789 3.716
H 1.756 -7.703 -0.191
C -1.292 -1.870 0.863
H 0.157 -10.990 -2.444
C -5.728 2.179 8.594
C -3.009 1.783 -2.710
C 0.202 -9.096 -3.472
C 3.615 -3.237 7.172
H 0.612 -1.287 -3.284
C 0.532 -7.742 -3.392
H 4.263 3.639 -5.252
C 5.290 0.191 5.856
O 7.965 3.354 -9.574
H -0.091 5.173 6.047
C -0.629 -1.121 -6.967
H -3.377 3.678 3.723
C 1.320 -8.080 -1.114
H -6.982 2.324 4.916
H 0.641 2.770 2.509
H 5.300 4.896 -7.108
H 6.577 1.913 5.121
H 0.350 -7.100 -4.252
H 0.661 0.146 3.124
C 0.423 -9.936 -2.380
O 1.922 -5.406 -1.053
O 2.641 3.603 3.674
C -3.330 2.788 -3.625
C 1.087 -7.237 -2.209
C 0.983 -9.432 -1.205
H 7.666 1.400 -8.110
C -1.416 3.143 3.006
N 7.151 3.959 -8.862
O 2.218 1.522 -5.542
C 3.997 -0.772 5.408
C 3.585 -1.990 6.477
N 1.887 4.131 4.503
H -7.926 0.655 6.488
C -4.195 2.991 -0.986
O -3.374 -3.805 -2.926
C 6.924 1.902 -7.494
C -4.512 4.004 -1.900
O -3.813 3.991 9.350
H 0.780 -4.178 -0.547
C -6.629 2.288 5.944
C -0.107 -3.565 -0.399
O 0.782 -0.804 2.772
C 5.029 1.583 3.552
O -3.782 4.930 7.368
H 1.154 -10.093 -0.358
H -1.135 -4.392 -2.094
H 0.692 -2.568 1.337
C -3.438 1.880 -1.385
C -1.158 -2.061 -6.081
C 1.908 -1.471 3.490
H -1.325 -1.169 1.694
C 3.731 0.723 3.033
H -5.388 2.121 9.626
H -1.124 -2.856 -4.077
*
```



These records have E values of -1760.70471 -2114.64821 -5468.67577 -3996.11775 -1095.42918 -685.84619 -1433.24390 -3570.42739 a.u., in the order they appear.